[1]
DFT (ωB97M-V with the def2-TZVPD basis set) results for a structure of composition C18H27N4O9PSTeW in a non-equilibrium geometry.

Summary:
ΔE to the lowest compared entry with this formula, charge and spin: 74.7 kcal/mol
LUMO energy (spin up / spin down): -8.70 / -9.75 eV
Expectation value of S²: 2.01

```
! wB97M-V def2-TZVPD RIJCOSX def2/J DEFGRID3
* xyz 2 3
W 0.624 -0.194 -0.544
O 0.284 0.258 3.319
C 0.255 0.498 2.140
O 0.204 -0.534 1.177
C 0.302 1.787 1.464
C 0.320 3.023 2.119
C 0.305 4.184 1.384
C 0.246 4.106 -0.029
C 0.233 2.891 -0.644
N 0.267 1.689 0.045
H 0.339 3.020 3.198
H 0.333 5.142 1.872
H 0.214 5.001 -0.629
H 0.162 2.799 -1.731
C 0.819 -4.238 0.332
C 1.701 -3.524 -0.679
O 1.455 -2.076 -0.646
P 3.029 -1.091 -1.022
O 2.394 0.246 -0.478
Te 0.398 -0.280 -3.055
O 3.823 -1.621 0.225
C 3.458 -1.347 1.600
C 4.456 -0.416 2.257
H 1.249 -5.207 0.573
H -0.187 -4.393 -0.051
H 0.766 -3.662 1.259
H 1.513 -3.875 -1.699
H 2.757 -3.674 -0.440
H 3.464 -2.318 2.105
H 2.436 -0.915 1.650
H 5.455 -0.843 2.215
H 4.172 -0.289 3.299
H 4.472 0.555 1.764
C -5.740 -5.344 -1.372
C -6.247 -5.407 0.040
S -6.970 -3.784 0.587
O -7.674 -3.210 -0.515
O -7.605 -4.022 1.837
C -5.516 -2.670 0.900
C -5.234 -1.907 -0.384
N -4.048 -1.082 -0.266
C -2.818 -1.418 -0.686
N -1.932 -0.443 -0.436
C -2.643 0.568 0.164
C -3.950 0.178 0.282
N -5.020 0.930 0.881
O -4.789 2.097 1.066
O -6.026 0.320 1.157
C -2.478 -2.658 -1.420
H -5.618 -6.356 -1.759
H -4.776 -4.846 -1.454
H -6.467 -4.844 -2.007
H -5.495 -5.656 0.783
H -7.096 -6.081 0.143
H -4.684 -3.277 1.250
H -5.865 -2.007 1.691
H -6.099 -1.278 -0.613
H -5.088 -2.597 -1.215
H -2.220 1.506 0.478
H -2.687 -3.546 -0.824
H -1.413 -2.639 -1.674
H -3.054 -2.717 -2.347
*
```

The net atomic charges from Mulliken, expressed in e, are: 1.02, -0.50, 0.17, -0.29, 0.99, -0.78, -0.29, -0.86, -0.13, 0.54, 0.58, 0.52, 0.48, 0.38, -1.01, -0.42, -0.17, 0.19, -0.36, 0.08, -0.30, 0.55, -1.37, 0.40, 0.20, 0.28, 0.31, 0.49, 0.34, -0.15, 0.38, 0.39, 0.31, -0.89, -0.55, 1.16, -0.61, -0.66, -0.66, -1.43, 0.35, 0.42, 0.20, -1.15, 0.12, 1.03, -0.60, -0.56, -1.10, 0.42, 0.03, 0.34, 0.40, 0.42, 0.46, 0.42, 0.40, 0.61, 0.77, 0.22, 0.04, 0.44

***

[2]
DFT (ωB97M-V with the def2-TZVPD basis set) results for a structure of composition C18H27N6O2RuSe.

Summary:
ΔE to the lowest compared entry with this formula, charge and spin: 1.8 kcal/mol
LUMO energy (spin up / spin down): -5.20 / -7.70 eV
Expectation value of S²: 8.78

```
! wB97M-V def2-TZVPD RIJCOSX def2/J DEFGRID3
* xyz 2 6
Ru -0.085 -0.742 -0.655
C -5.525 -0.363 -0.410
O -4.247 0.000 0.172
C -3.124 -0.334 -0.410
O -2.054 -0.030 0.124
N -3.173 -1.014 -1.580
N -1.951 -1.332 -2.180
H -6.267 0.013 0.281
H -5.609 -1.447 -0.480
H -5.648 0.120 -1.378
H -4.034 -1.242 -2.047
H -1.872 -0.853 -3.071
H -1.907 -2.333 -2.342
N 2.487 0.224 -1.975
N 1.504 -0.736 -2.433
H 3.221 0.330 -2.668
H 2.910 -0.133 -1.128
H 1.933 -1.608 -2.734
H 1.099 -0.323 -3.267
C 2.330 6.454 0.053
C 1.942 5.035 0.341
C 1.086 4.328 -0.513
C 0.711 3.030 -0.258
C -0.292 2.391 -1.174
C 1.230 2.383 0.906
Se 0.843 0.654 1.385
C 2.077 3.108 1.811
C 2.607 2.511 3.087
C 2.415 4.402 1.493
H 1.890 6.821 -0.871
H 3.416 6.544 -0.021
H 2.012 7.104 0.870
H 0.697 4.828 -1.391
H -0.435 2.982 -2.077
H -1.253 2.261 -0.677
H 0.052 1.398 -1.490
H 3.208 1.620 2.904
H 1.795 2.221 3.757
H 3.228 3.238 3.606
H 3.063 4.954 2.164
N 1.756 -4.722 0.082
C 1.909 -3.457 -0.334
N 0.887 -2.691 -0.022
C -0.007 -3.537 0.670
C -1.231 -3.256 1.280
C -1.885 -4.300 1.900
C -1.337 -5.597 1.930
C -0.116 -5.878 1.356
C 0.528 -4.814 0.731
H 2.440 -5.453 -0.026
H 2.804 -3.132 -0.845
H -1.639 -2.253 1.320
H -2.827 -4.118 2.400
H -1.878 -6.387 2.433
H 0.315 -6.869 1.403
*
```

The net atomic charges from Mulliken, expressed in e, are: 1.27, -0.87, -0.31, 0.75, -0.40, -0.01, -0.69, 0.25, 0.39, 0.38, 0.23, 0.27, 0.30, -0.38, -0.64, 0.28, 0.23, 0.28, 0.30, -1.47, 0.47, -0.97, 0.77, -0.59, 0.40, -0.04, 1.04, -1.72, -0.92, 0.36, 0.37, 0.37, 0.31, 0.43, 0.22, -0.22, 0.37, 0.40, 0.38, 0.41, -0.02, -0.48, -0.36, 0.73, -0.35, -0.86, -0.48, -1.07, 0.49, 0.22, 0.46, 0.48, 0.44, 0.41, 0.42

***

[3]
DFT (ωB97M-V with the def2-TZVPD basis set) results for an isolated molecule of C18H27NO3.

Summary:
ΔE to the lowest compared entry with this formula, charge and spin: 20.5 kcal/mol
SMILES: COc1cc(CNC(=O)CCCC/C=C/C(C)C)ccc1O
LUMO energy: 0.76 eV

```
! wB97M-V def2-TZVPD RIJCOSX def2/J DEFGRID3
* xyz 0 1
C -4.008 -2.204 1.450
H -4.746 -2.532 2.181
O -4.216 -0.821 1.293
C -3.415 -0.148 0.399
C -2.395 -0.707 -0.344
C -1.651 0.079 -1.223
C -1.937 1.426 -1.347
C -2.961 1.996 -0.606
C -3.703 1.223 0.268
O -4.704 1.785 0.995
H -5.107 1.087 1.531
H -3.199 3.044 -0.695
H -1.369 2.040 -2.030
C -0.513 -0.567 -1.971
N 0.566 -0.915 -1.067
C 0.766 -2.170 -0.609
O 0.109 -3.123 -0.974
C 1.911 -2.264 0.385
C 3.256 -2.008 -0.301
C 4.408 -1.840 0.690
H 5.342 -1.787 0.125
C 4.280 -0.575 1.550
C 4.141 0.657 0.712
C 3.079 1.446 0.697
C 2.939 2.685 -0.136
C 1.781 2.534 -1.126
H 0.848 2.343 -0.598
H 1.973 1.714 -1.816
H 1.662 3.445 -1.708
C 2.702 3.894 0.772
H 2.631 4.804 0.182
H 1.777 3.772 1.331
H 3.521 4.003 1.480
H 3.865 2.842 -0.699
H 2.232 1.228 1.337
H 4.987 0.879 0.073
H 5.179 -0.487 2.166
H 3.427 -0.662 2.225
H 4.462 -2.712 1.343
H 3.473 -2.846 -0.966
H 3.191 -1.107 -0.915
H 1.903 -3.259 0.830
H 1.744 -1.527 1.171
H 1.077 -0.153 -0.648
H -0.131 0.104 -2.746
H -0.841 -1.504 -2.429
H -2.153 -1.754 -0.264
H -4.164 -2.740 0.509
H -3.003 -2.418 1.825
*
```

The net atomic charges from Mulliken, expressed in e, are: -0.86, 0.24, -0.52, 1.32, -0.51, 0.14, -0.62, -0.87, 0.34, -0.62, 0.35, 0.41, 0.43, -1.59, 0.25, 0.43, -0.69, -0.55, -0.38, -0.91, 0.39, -0.76, -0.32, -0.44, 0.70, -1.60, 0.32, 0.34, 0.53, -1.63, 0.43, 0.34, 0.41, 0.35, 0.31, 0.35, 0.43, 0.33, 0.39, 0.37, 0.27, 0.37, 0.21, -0.07, 0.45, 0.47, 0.56, 0.34, 0.34

***

[4]
DFT (ωB97M-V with the def2-TZVPD basis set) results for an isolated molecule of C18H27NO3.

Summary:
ΔE to the lowest compared entry with this formula, charge and spin: 24.6 kcal/mol
SMILES: COc1ccc(O[C@H](C)C(=O)NC2CCCCCCC2)cc1
LUMO energy: 0.69 eV

```
! wB97M-V def2-TZVPD RIJCOSX def2/J DEFGRID3
* xyz 0 1
C 2.529 3.337 -5.126
H 3.219 4.105 -4.761
O 1.486 3.102 -4.214
C 1.808 2.628 -2.971
C 3.100 2.381 -2.519
C 3.305 1.903 -1.240
C 2.237 1.660 -0.381
C 0.946 1.909 -0.833
C 0.740 2.385 -2.114
H -0.259 2.575 -2.472
H 0.087 1.725 -0.206
O 2.569 1.215 0.866
C 1.541 0.864 1.760
C 2.217 0.403 3.051
H 2.837 -0.464 2.837
H 1.474 0.139 3.799
H 2.851 1.198 3.436
C 0.686 -0.295 1.214
O 1.095 -1.088 0.399
N -0.552 -0.344 1.754
H -0.813 0.317 2.469
C -1.502 -1.405 1.456
C -2.821 -0.789 0.964
H -3.550 -0.785 1.773
H -2.634 0.256 0.702
C -3.407 -1.467 -0.278
H -2.813 -1.162 -1.143
C -3.435 -2.993 -0.265
C -4.320 -3.647 0.795
H -4.330 -4.720 0.582
H -5.344 -3.285 0.678
C -3.907 -3.461 2.260
H -4.253 -2.496 2.630
C -2.405 -3.603 2.538
C -1.652 -2.281 2.707
H -0.643 -2.516 3.056
H -2.142 -1.692 3.489
H -2.276 -4.154 3.473
H -1.933 -4.197 1.755
H -4.443 -4.219 2.837
H -3.808 -3.317 -1.240
H -2.418 -3.375 -0.179
H -4.422 -1.090 -0.427
H -1.027 -1.977 0.654
H 0.899 1.739 1.963
H 4.303 1.706 -0.883
H 3.956 2.553 -3.152
H 2.049 3.691 -6.038
H 3.088 2.421 -5.345
*
```

The net atomic charges from Mulliken, expressed in e, are: -0.85, 0.33, -0.43, 0.80, -0.20, -0.96, 0.19, 0.08, -0.92, 0.41, 0.42, -0.38, 0.37, -1.64, 0.37, 0.39, 0.43, 0.23, -0.70, -0.16, 0.37, 0.19, -0.83, 0.36, 0.45, -0.86, 0.34, -0.61, -0.84, 0.35, 0.33, -0.67, 0.35, -0.85, -1.05, 0.37, 0.35, 0.36, 0.50, 0.39, 0.40, 0.28, 0.37, 0.50, 0.36, 0.40, 0.37, 0.24, 0.34

***

[5]
DFT (ωB97M-V with the def2-TZVPD basis set) results for an isolated molecule of C18H27NO5.

Summary:
ΔE to the lowest compared entry with this formula, charge and spin: 34.7 kcal/mol
SMILES: COc1cc(CCC(=O)N2C[C@@H](C)O[C@@H](C)C2)cc(OC)c1OC
LUMO energy: 0.67 eV

```
! wB97M-V def2-TZVPD RIJCOSX def2/J DEFGRID3
* xyz 0 1
C -1.941 -3.502 -0.033
H -2.296 -4.530 -0.086
O -3.099 -2.707 0.061
C -2.953 -1.356 0.012
C -1.731 -0.706 -0.028
C -1.672 0.677 -0.096
C -2.848 1.406 -0.114
C -4.089 0.776 -0.064
C -4.154 -0.620 0.012
O -5.293 -1.377 0.040
C -6.455 -0.865 0.651
H -6.968 -0.143 0.011
H -6.231 -0.395 1.612
H -7.099 -1.730 0.813
O -5.279 1.466 -0.104
C -5.245 2.869 -0.119
H -4.739 3.273 0.764
H -4.763 3.254 -1.024
H -6.288 3.184 -0.110
H -2.794 2.481 -0.180
C -0.340 1.378 -0.156
H 0.184 1.226 0.792
H -0.509 2.450 -0.275
C 0.538 0.878 -1.321
C 1.359 -0.347 -0.960
O 1.112 -1.446 -1.425
N 2.359 -0.180 -0.058
C 2.915 1.061 0.429
H 2.331 1.916 0.102
H 2.925 1.034 1.526
C 4.366 1.202 -0.071
C 5.028 2.453 0.488
H 6.057 2.504 0.143
H 4.496 3.341 0.160
H 5.031 2.414 1.573
O 5.133 0.088 0.331
C 4.609 -1.133 -0.163
C 5.514 -2.258 0.314
H 6.528 -2.085 -0.035
H 5.524 -2.287 1.400
H 5.159 -3.209 -0.070
C 3.168 -1.322 0.326
H 2.725 -2.214 -0.118
H 3.164 -1.407 1.419
H 4.598 -1.096 -1.267
H 4.345 1.245 -1.176
H 1.202 1.674 -1.665
H -0.105 0.593 -2.155
H -0.817 -1.273 -0.021
H -1.301 -3.386 0.849
H -1.359 -3.270 -0.930
*
```

The net atomic charges from Mulliken, expressed in e, are: -0.86, 0.24, -0.46, 0.83, -0.57, -0.55, -0.68, 0.93, 0.58, -0.48, -0.77, 0.23, 0.33, 0.28, -0.45, -0.95, 0.37, 0.35, 0.24, 0.40, -0.53, 0.48, 0.33, -1.14, 0.87, -0.66, 0.29, -0.84, 0.46, 0.13, 0.44, -1.59, 0.38, 0.40, 0.37, -0.39, 0.52, -1.57, 0.37, 0.36, 0.40, -1.17, 0.52, 0.33, 0.26, 0.25, 0.46, 0.35, 0.22, 0.33, 0.37

***

[6]
DFT (ωB97M-V with the def2-TZVPD basis set) results for a cluster of 2 separate species, C18H27Si in total in a non-equilibrium geometry.

Summary:
ΔE to the lowest compared entry with this formula, charge and spin: 19.0 kcal/mol
LUMO energy: -5.60 eV

```
! wB97M-V def2-TZVPD RIJCOSX def2/J DEFGRID3
* xyz 1 1
C 2.086 1.168 0.387
C 0.600 1.107 0.517
C 0.037 1.517 1.673
C -1.207 2.320 1.867
Si -2.878 1.397 1.906
C -4.228 2.580 2.475
C -3.208 0.798 0.170
C -2.743 -0.021 3.110
H 2.399 1.099 -0.658
H 2.453 2.130 0.794
H 2.604 0.385 0.966
H 0.009 0.952 -0.387
H 0.645 1.415 2.575
H -1.153 2.813 2.857
H -1.344 3.095 1.084
H -5.211 2.088 2.438
H -4.066 2.909 3.511
H -4.286 3.477 1.845
H -4.018 0.057 0.174
H -3.523 1.630 -0.476
H -2.325 0.332 -0.285
H -3.581 -0.719 2.984
H -1.807 -0.576 2.972
H -2.772 0.351 4.144
C -0.180 -1.694 -1.086
C -0.632 -2.556 0.146
C 0.631 -2.709 0.939
C 1.716 -2.161 0.270
C 1.301 -1.540 -0.935
C 2.164 -1.114 -2.009
C 3.574 -1.046 -1.831
C 4.415 -0.729 -2.894
C 3.894 -0.468 -4.167
C 2.503 -0.466 -4.351
C 1.646 -0.761 -3.293
H -0.461 -2.151 -2.044
H -0.678 -0.718 -1.046
H -1.419 -2.031 0.709
H -1.067 -3.516 -0.184
H 0.659 -3.257 1.880
H 2.754 -2.194 0.606
H 3.991 -1.236 -0.840
H 5.495 -0.717 -2.733
H 4.560 -0.256 -5.003
H 2.085 -0.265 -5.340
H 0.564 -0.721 -3.437
*
```

The net atomic charges from Mulliken, expressed in e, are: -1.57, 0.25, -0.62, -0.57, 0.24, -1.02, -0.45, -1.01, 0.36, 0.46, 0.25, 0.45, 0.31, 0.39, 0.41, 0.31, 0.31, 0.31, 0.34, 0.34, -0.19, 0.33, 0.28, 0.35, -0.52, -0.54, -0.49, -0.61, 0.66, 0.79, -0.01, -0.85, -0.33, -0.83, -0.25, 0.60, -0.15, 0.15, 0.37, 0.46, 0.44, 0.30, 0.40, 0.42, 0.39, 0.32